DFT (wB97M-V/def2-TZVPD) results for a cluster of 2 separate species, C10H10Br2FNO in total in a non-equilibrium geometry.

The energy above the lowest of the compared OMol25 structures with the same formula, charge and spin is 28.6 kJ/mol. The calculation puts the maximum force at 4.92 eV Å⁻¹. The gap between HOMO and LUMO (alpha / beta) is 7.8 / 7.8 eV. Its HOMO energy (alpha / beta) is -7.68 / -7.68 eV.

Element x y z (Å)
C (-2.0341, -0.4974, 1.1827)
C (-3.3246, -0.3641, 0.6737)
C (-1.2147, 1.5428, 0.0384)
C (-0.9804, 0.4301, 0.8589)
C (-3.5182, 0.7461, -0.2010)
C (-2.5050, 1.6374, -0.5284)
C (0.2421, 0.2769, 1.4774)
C (0.9375, -0.2207, -1.6571)
C (3.7309, -0.7858, -0.0748)
C (1.2634, -0.6964, -0.2401)
N (0.9371, 0.2889, 2.4849)
O (2.4866, -0.2261, 0.2567)
F (-4.7209, 0.8439, -0.9130)
Br (-2.9124, 3.0138, -1.7979)
Br (0.9157, -2.5385, 0.0810)
H (-1.7686, -1.3599, 1.7686)
H (-4.1638, -1.0859, 0.7004)
H (-0.4370, 2.2927, -0.0280)
H (1.5639, -0.8120, -2.4565)
H (1.2339, 0.7715, -1.8071)
H (-0.1004, -0.3107, -2.0118)
H (4.1117, -1.4160, 0.7760)
H (4.6413, -0.0828, 0.0299)
H (3.7040, -1.2959, -1.0674)
H (1.9120, -0.1519, 2.4547)

=====

DFT (wB97M-V/def2-TZVPD) results for a cluster of 2 separate species, C22H20F4O5 in total in a non-equilibrium geometry.

The energy above the lowest of the compared OMol25 structures with the same formula, charge and spin is 122.3 kJ/mol. The calculation puts the maximum force at 1.96 eV Å⁻¹. The gap between HOMO and LUMO is 4.6 eV. Its HOMO energy is -7.69 eV.

Element x y z (Å)
C (4.9667, -2.2091, -2.1376)
C (3.5495, -2.6283, -1.8457)
O (2.7365, -1.4319, -1.7366)
C (1.6739, -1.4655, -0.9058)
C (0.9288, -0.1792, -1.0221)
C (1.7226, 1.0380, -1.1146)
C (1.2469, 2.1141, -2.0405)
O (2.7541, 1.1341, -0.4301)
C (-0.4795, -0.3055, -1.3636)
O (-1.3060, 0.6072, -1.4303)
O (-0.7972, -1.5996, -1.5896)
C (-2.2055, -1.8071, -1.8277)
C (-2.3799, -3.2657, -2.1301)
O (1.4082, -2.3775, -0.1405)
H (5.5854, -3.1070, -2.1841)
H (5.0507, -1.6835, -3.0933)
H (5.3594, -1.5623, -1.3471)
H (3.1382, -3.2213, -2.6722)
H (3.4819, -3.1813, -0.9037)
H (0.1475, 2.1409, -2.0705)
H (1.6564, 3.0716, -1.6939)
H (1.6388, 1.8907, -3.0450)
H (-2.7482, -1.5275, -0.9152)
H (-2.5449, -1.1859, -2.6689)
H (-3.4430, -3.4930, -2.2219)
H (-1.9010, -3.5408, -3.0728)
H (-1.9691, -3.8907, -1.3332)
F (-4.1635, 3.8643, 0.6599)
C (-2.7937, 3.7168, 0.6756)
C (-2.0065, 4.8321, 0.3810)
C (-0.6245, 4.6387, 0.4009)
F (0.1874, 5.6777, 0.0071)
C (-0.0390, 3.4404, 0.7518)
C (-0.8533, 2.3109, 1.0589)
C (-0.1681, 1.1293, 1.4431)
C (-0.6348, 0.1059, 2.2964)
C (0.3564, -0.8222, 2.7414)
C (0.0282, -1.7867, 3.6676)
F (1.0261, -2.5941, 4.1595)
C (-1.2752, -1.9745, 4.1414)
C (-2.2424, -1.0901, 3.6636)
F (-3.5479, -1.2741, 4.0645)
C (-1.9629, -0.0368, 2.8040)
C (-2.2678, 2.4656, 0.9621)
H (-2.4460, 5.7939, 0.1365)
H (1.0450, 3.3379, 0.8169)
H (0.9104, 1.1145, 1.2468)
H (1.3739, -0.7167, 2.3647)
H (-1.5150, -2.7598, 4.8509)
H (-2.7327, 0.6849, 2.5540)
H (-2.9254, 1.6082, 1.0883)

=====

DFT (wB97M-V/def2-TZVPD) results for a structure of composition C31H61F5IN3NbO6S6 in a non-equilibrium geometry.

The calculation puts the maximum force at 15.68 eV Å⁻¹. As for the total charge: -1. The gap between HOMO and LUMO is 6.5 eV. Its HOMO energy is -4.81 eV.

Element x y z (Å)
C (-4.1882, 4.6522, 1.7295)
C (-3.5770, 3.2476, 1.5502)
C (-2.7767, 3.1045, 0.2398)
C (-1.5454, 2.1896, 0.3516)
Nb (-1.2448, 0.3958, -1.0532)
C (-0.8362, -0.5833, 0.9092)
C (-1.7612, -0.5171, 2.1415)
C (-0.9069, -0.3575, 3.3958)
S (0.3194, -1.6702, 3.5171)
C (1.7702, -0.8378, 3.0477)
S (2.1755, 0.6703, 3.5149)
N (2.5169, -1.5817, 2.1477)
C (3.7538, -1.2733, 1.6267)
C (4.0267, -2.2321, 0.7446)
N (3.0249, -3.1826, 0.7042)
C (2.1392, -2.7596, 1.5273)
C (-2.0790, 1.7291, -2.7216)
C (-1.6104, 3.0274, -3.3047)
O (-1.7923, 3.3418, -4.4413)
I (-0.5156, 4.5522, -2.1994)
C (-1.0201, -1.4817, -2.4036)
C (-2.2690, -1.9202, -3.1975)
C (-0.2997, -2.7298, -1.8654)
C (0.8376, -3.2448, -2.7602)
C (0.3845, -4.0444, -3.9784)
N (0.7791, 0.7516, -1.3432)
C (1.7886, -0.2311, -0.8787)
C (1.3860, 1.4040, -2.4507)
C (1.0297, 1.0239, -3.8600)
O (2.2959, 2.1893, -2.2773)
C (-3.4640, -0.2815, -0.7121)
F (-4.0630, 0.4987, 0.2548)
F (-4.2396, -0.0373, -1.8395)
C (-3.8427, -1.7555, -0.2877)
F (-2.7778, -2.5595, -0.2202)
F (-4.7093, -2.3241, -1.1318)
F (-4.4238, -1.7930, 0.9146)
H (-5.1919, 4.5868, 2.1478)
H (-3.6052, 5.2552, 2.4220)
H (-4.2804, 5.1751, 0.7809)
H (-2.9165, 3.0706, 2.3926)
H (-4.4015, 2.5436, 1.5634)
H (-2.5060, 4.1183, -0.0481)
H (-3.4944, 2.7485, -0.4967)
H (-1.5197, 1.8534, 1.3857)
H (-0.6159, 2.7477, 0.2325)
H (0.0836, -0.0616, 1.1997)
H (-0.5713, -1.6327, 0.7746)
H (-2.3004, -1.4545, 2.2382)
H (-2.4236, 0.3398, 2.1465)
H (-0.4065, 0.6022, 3.3749)
H (-1.5014, -0.4077, 4.2998)
H (4.3165, -0.4014, 1.8864)
H (4.8863, -2.2690, 0.1060)
H (1.1993, -3.2286, 1.7322)
H (-2.0721, 1.0635, -3.5884)
H (-3.1362, 1.9323, -2.5420)
H (-0.3797, -1.0734, -3.1875)
H (-1.9565, -2.4478, -4.1059)
H (-2.8753, -2.6323, -2.6544)
H (-2.8652, -1.0829, -3.5471)
H (0.1232, -2.6313, -0.8670)
H (-1.0182, -3.5484, -1.8216)
H (1.4882, -2.4208, -3.0497)
H (1.4567, -3.8948, -2.1399)
H (0.2673, -3.3993, -4.8490)
H (1.1173, -4.7943, -4.2638)
H (-0.5811, -4.5112, -3.8101)
H (1.3544, -1.0307, -0.2945)
H (2.5497, 0.2680, -0.2796)
H (2.3254, -0.6796, -1.7144)
H (1.2936, 1.8535, -4.5050)
H (-0.0105, 0.7783, -4.0162)
H (1.6141, 0.1485, -4.1366)
C (4.7810, -1.3613, -4.5125)
S (5.7745, -0.9290, -3.0818)
O (4.9176, -1.1670, -1.8880)
C (5.6859, 0.8360, -3.3496)
H (4.6418, -2.4404, -4.5027)
H (3.8160, -0.8599, -4.4415)
H (5.3058, -1.0620, -5.4197)
H (4.6407, 1.1272, -3.3752)
H (6.1704, 1.1026, -4.2867)
H (6.1924, 1.3276, -2.5211)
C (-1.5512, 1.8040, 7.0098)
S (-2.8774, 2.3435, 5.9238)
O (-2.6410, 1.6813, 4.6201)
C (-2.3049, 4.0356, 5.7396)
H (-1.6978, 0.7435, 7.2041)
H (-0.5930, 1.9576, 6.5127)
H (-1.5986, 2.3607, 7.9461)
H (-1.2928, 4.0294, 5.3349)
H (-2.3343, 4.5376, 6.7070)
H (-2.9787, 4.5321, 5.0440)
C (-0.1367, -5.4277, 4.8533)
S (-1.1629, -4.7870, 6.1783)
O (-0.2725, -4.0319, 7.0945)
C (-1.4706, -6.3792, 6.9562)
H (0.2011, -4.5762, 4.2661)
H (0.7185, -5.9515, 5.2803)
H (-0.7291, -6.0951, 4.2274)
H (-0.5203, -6.8354, 7.2328)
H (-2.0213, -7.0190, 6.2668)
H (-2.0685, -6.1983, 7.8467)
C (2.6804, 4.9255, -5.4344)
S (3.7963, 4.2719, -4.1900)
O (4.4225, 3.0539, -4.7753)
C (2.5230, 3.6931, -3.0661)
H (3.2869, 5.2951, -6.2583)
H (2.0233, 4.1287, -5.7818)
H (2.1016, 5.7433, -5.0059)
H (1.8763, 2.9803, -3.5781)
H (1.9473, 4.5440, -2.7028)
H (3.0171, 3.2035, -2.2296)

=====

DFT (wB97M-V/def2-TZVPD) results for a structure of composition C9H20AgClF4N3O8S4 in a non-equilibrium geometry.

The energy above the lowest of the compared OMol25 structures with the same formula, charge and spin is 44.6 kJ/mol. The calculation puts the maximum force at 7.85 eV Å⁻¹. As for the total charge: -1. The gap between HOMO and LUMO is 8.0 eV. Its HOMO energy is -6.48 eV.

Element x y z (Å)
Ag (1.2678, -1.3974, 1.3982)
C (-1.8638, 0.6703, 2.9743)
C (-2.1261, 1.1695, 1.5498)
C (-0.9664, 1.2494, 0.5592)
C (-1.3492, 1.9845, -0.7257)
N (-0.2058, 2.1007, -1.6970)
C (-0.4886, 3.1443, -2.7974)
C (0.9129, 3.5154, -3.2936)
C (1.8682, 3.1299, -2.1993)
C (1.0371, 2.6677, -1.0334)
C (0.1660, 0.7482, -2.2447)
H (-2.6206, 1.0813, 3.6408)
H (-0.9318, 1.1103, 3.3438)
H (-1.7451, -0.4078, 3.0482)
H (-2.6221, 2.1451, 1.5034)
H (-2.9112, 0.4947, 1.1875)
H (-0.4437, 0.3084, 0.4811)
H (-0.2244, 1.8999, 1.0356)
H (-1.7037, 2.9920, -0.5058)
H (-2.2040, 1.5167, -1.2194)
H (-1.1941, 2.7370, -3.5190)
H (-1.0137, 3.9847, -2.3426)
H (1.0002, 2.9696, -4.2341)
H (0.9301, 4.5698, -3.5692)
H (2.6101, 2.3902, -2.5111)
H (2.5794, 3.8755, -1.8362)
H (1.5164, 2.0008, -0.3130)
H (0.7585, 3.5175, -0.4047)
H (0.4127, 0.1229, -1.3898)
H (1.0138, 0.7500, -2.9218)
H (-0.7570, 0.3615, -2.6704)
Cl (2.6600, 0.8908, 1.9557)
N (0.4819, -2.2252, -0.6353)
S (1.6211, -2.8863, -1.4655)
O (2.2395, -1.9794, -2.4040)
O (1.6105, -4.3038, -1.6748)
F (2.7478, -2.7700, -0.3015)
S (-0.8160, -2.7554, -1.4683)
O (-1.7507, -3.7403, -1.0307)
O (-0.6588, -2.7110, -2.9102)
F (-1.6275, -1.3420, -1.2808)
N (0.7051, -2.9121, 3.0178)
S (-0.1553, -2.9964, 4.3055)
O (0.3783, -3.5656, 5.5160)
O (-1.5772, -3.1489, 4.1319)
F (0.0483, -1.4652, 4.7317)
S (0.6598, -4.5526, 2.7959)
O (-0.4111, -5.0638, 2.0101)
O (1.3107, -5.4290, 3.7455)
F (1.8319, -4.4462, 1.6673)

=====

> Which formula does entry 2 have?

C22H20F4O5

=====

> Which of these has the highest maximum force?

C31H61F5IN3NbO6S6

=====

> Among the records above, which one has the lowest maximum force?

C22H20F4O5